Version P
Computed, not measured: a structure of composition CH5FN2, with ωB97M-V with the def2-TZVPD basis set.

- HOMO energy: -9.61 eV
- Multiplicity: 1
- LUMO: 0.0373 hartree
- Frontier orbital gap: 10.6 eV

CARTESIAN COORDINATES (ANGSTROEM)
C1 0.412 -0.953 0.261
N1 -0.713 1.362 -0.021
N2 -0.739 0.140 0.509
F1 -1.998 -0.723 -0.075
H1 0.031 -1.917 0.158
H2 1.131 -0.728 -0.494
H3 0.989 -0.772 1.085
H4 -0.393 1.505 -0.915
H5 -1.362 1.986 0.427

=====

Version Q
Computed, not measured: a cluster of 2 separate species, CH5FN2 in total, with ωB97M-V with the def2-TZVPD basis set.

- HOMO energy (alpha / beta): -7.97 / -8.52 eV
- Multiplicity: 1
- LUMO (alpha / beta): 0.0212 / 0.0261 hartree
- Frontier orbital gap (alpha / beta): 8.5 / 9.2 eV

CARTESIAN COORDINATES (ANGSTROEM)
C1 1.100 0.202 0.437
N1 -1.456 -0.262 -1.275
N2 -0.129 -0.028 -1.494
F1 0.186 1.293 -1.804
H1 1.972 0.457 -0.012
H2 0.383 0.689 1.039
H3 1.159 -0.898 0.510
H4 -1.954 0.596 -1.399
H5 -1.665 -0.741 -0.425

=====

Energy ordering: version P at the bottom, the next structure 248.6 kJ/mol above.

=====

Version P
Computed, not measured: an isolated molecule of C7H12N2O2, with ωB97M-V with the def2-TZVPD basis set.

- HOMO energy: -7.21 eV
- Multiplicity: 1
- LUMO: 0.0088 hartree
- Frontier orbital gap: 7.4 eV

CARTESIAN COORDINATES (ANGSTROEM)
O1 -2.185 1.549 -0.240
C1 -1.879 0.301 -0.404
N1 -2.467 -0.826 -0.164
O2 -3.661 -0.689 0.452
C2 -0.499 0.252 -0.948
C3 0.321 -1.038 -1.117
C4 1.499 -0.846 -0.200
C5 0.980 -0.822 1.285
C6 0.367 0.674 1.381
N2 0.466 1.090 -0.132
C7 1.800 0.601 -0.454
H1 -3.956 0.294 0.498
H2 -0.533 0.731 -1.952
H3 0.692 -1.318 -2.142
H4 -0.308 -1.886 -0.740
H5 2.325 -1.451 -0.484
H6 1.791 -0.862 2.059
H7 0.204 -1.635 1.371
H8 -0.647 0.695 1.598
H9 1.003 1.334 1.956
H10 0.081 2.068 -0.155
H11 2.622 1.071 0.103
H12 1.983 0.713 -1.569

=====

Version Q
Computed, not measured: an isolated molecule of C7H12N2O2, with ωB97M-V with the def2-TZVPD basis set.

- HOMO energy (alpha / beta): -8.83 / -7.78 eV
- Multiplicity: 1
- LUMO (alpha / beta): -0.0347 / -0.0517 hartree
- Frontier orbital gap (alpha / beta): 7.9 / 6.4 eV

CARTESIAN COORDINATES (ANGSTROEM)
C1 -1.596 -1.221 -0.468
C2 -0.622 -0.087 -0.256
C3 -1.097 1.320 -0.472
C4 0.626 -0.425 0.131
C5 0.884 -1.844 0.618
C6 1.788 0.307 0.071
C7 1.901 1.776 0.231
N1 3.148 -0.385 -0.146
O1 3.254 -1.544 -0.538
N2 4.117 0.479 0.186
O2 5.287 0.160 -0.079
H1 -1.041 -1.749 -1.247
H2 -2.566 -0.784 -0.797
H3 -1.646 -1.695 0.443
H4 -0.300 2.000 -0.873
H5 -1.850 1.297 -1.194
H6 -1.621 1.666 0.417
H7 -0.098 -2.160 1.023
H8 1.124 -2.371 -0.266
H9 1.602 -1.620 1.330
H10 1.051 2.004 0.838
H11 2.842 1.872 0.667
H12 1.784 2.188 -0.792

=====

Version R
Computed, not measured: a cluster of 2 separate species, C7H12N2O2 in total, with ωB97M-V with the def2-TZVPD basis set.

- HOMO energy: -7.65 eV
- Multiplicity: 1
- LUMO: 0.0291 hartree
- Frontier orbital gap: 8.4 eV

CARTESIAN COORDINATES (ANGSTROEM)
C1 2.266 0.566 -2.660
C2 1.434 1.242 -1.658
C3 0.754 1.805 -0.845
C4 -0.100 2.416 0.167
O1 -0.776 1.810 0.953
O2 -0.042 3.758 0.116
H1 1.670 -0.162 -3.235
H2 3.074 0.023 -2.177
H3 2.713 1.275 -3.351
H4 -0.629 4.073 0.820
C5 0.883 -1.485 2.065
N1 0.455 -1.412 0.862
N2 -0.844 -1.280 0.606
C6 -1.822 -1.213 1.661
C7 -1.193 -1.209 -0.796
H5 0.260 -1.445 2.961
H6 1.961 -1.592 2.200
H7 -2.793 -1.112 1.219
H8 -1.629 -0.342 2.324
H9 -1.804 -2.131 2.277
H10 -0.870 -2.128 -1.326
H11 -2.258 -1.098 -0.897
H12 -0.711 -0.357 -1.287

=====

Energy ordering: version R at the bottom, the next structure 19.9 kJ/mol above.

=====

Version P
Computed, not measured: a cluster of 2 separate species, C4H5BrO in total, with ωB97M-V with the def2-TZVPD basis set.

- HOMO energy: -8.86 eV
- Multiplicity: 1
- LUMO: 0.0207 hartree
- Frontier orbital gap: 9.4 eV

CARTESIAN COORDINATES (ANGSTROEM)
C1 0.704 -1.229 -1.126
C2 0.732 0.058 -1.383
O1 1.148 1.103 -1.677
H1 0.638 -1.699 -0.218
H2 0.622 -1.876 -2.104
C3 -0.254 0.312 1.668
C4 -0.858 1.089 0.747
Br1 -2.106 0.401 -0.440
H3 0.705 0.292 2.095
H4 -0.903 -0.551 2.080
H5 -0.428 2.101 0.359

=====

Version Q
Computed, not measured: an isolated molecule of C4H5BrO, with ωB97M-V with the def2-TZVPD basis set.

- HOMO energy: -10.24 eV
- Multiplicity: 1
- LUMO: -0.0129 hartree
- Frontier orbital gap: 9.9 eV

CARTESIAN COORDINATES (ANGSTROEM)
C1 -0.811 -1.248 -0.045
C2 -0.890 0.054 0.058
C3 0.340 0.940 0.122
C4 -2.101 0.845 -0.020
O1 -2.257 2.016 -0.182
Br1 -3.735 -0.239 0.024
H1 0.065 -1.867 -0.105
H2 -1.623 -1.967 -0.184
H3 -0.066 1.926 0.220
H4 0.949 0.777 -0.701
H5 1.004 0.570 1.030

=====

Energy ordering: version Q at the bottom, the next structure 212.1 kJ/mol above.

=====

Version P
Computed, not measured: an isolated molecule of C22H24N4O3S, with ωB97M-V with the def2-TZVPD basis set.

- HOMO energy: -9.17 eV
- Multiplicity: 1
- LUMO: -0.0289 hartree
- Frontier orbital gap: 8.4 eV

CARTESIAN COORDINATES (ANGSTROEM)
C1 -3.420 3.188 -0.224
C2 -1.904 3.320 -0.277
C3 -1.314 3.573 1.110
C4 0.208 3.703 1.063
N1 0.778 3.605 2.393
S1 0.791 2.132 3.174
O1 -0.553 1.740 3.482
O2 1.733 2.269 4.243
C5 1.410 0.962 1.965
C6 2.772 0.661 1.873
C7 3.203 -0.215 0.914
C8 2.281 -0.820 0.028
N2 2.751 -1.657 -0.910
C9 1.920 -2.212 -1.763
C10 2.515 -3.088 -2.777
C11 3.741 -3.709 -2.533
C12 4.287 -4.530 -3.501
C13 3.583 -4.708 -4.685
N3 2.434 -4.106 -4.939
C14 1.917 -3.317 -4.019
C15 0.521 -2.001 -1.706
C16 0.002 -1.181 -0.739
C17 -1.481 -0.945 -0.662
O3 -2.134 -0.611 -1.629
N4 -1.997 -1.152 0.569
C18 -3.352 -0.861 0.913
C19 -3.627 -0.069 2.159
C20 -3.955 -1.534 2.105
C21 0.892 -0.526 0.153
C22 0.488 0.401 1.131
H1 -3.816 2.976 -1.213
H2 -3.873 4.107 0.142
H3 -3.703 2.377 0.441
H4 -1.631 4.141 -0.944
H5 -1.482 2.403 -0.695
H6 -1.576 2.757 1.782
H7 -1.736 4.486 1.532
H8 0.485 4.676 0.650
H9 0.624 2.928 0.399
H10 1.689 4.023 2.490
H11 3.449 1.127 2.572
H12 4.245 -0.465 0.801
H13 4.235 -3.538 -1.588
H14 5.231 -5.027 -3.342
H15 3.955 -5.354 -5.469
H16 0.993 -2.828 -4.298
H17 -0.141 -2.502 -2.394
H18 -1.393 -1.436 1.325
H19 -3.946 -0.688 0.026
H20 -4.443 0.636 2.144
H21 -2.789 0.250 2.763
H22 -4.990 -1.832 2.056
H23 -3.335 -2.213 2.671
H24 -0.546 0.685 1.239

=====

Version Q
Computed, not measured: an isolated molecule of C22H24N4O3S, with ωB97M-V with the def2-TZVPD basis set.

- HOMO energy: -8.03 eV
- Multiplicity: 1
- LUMO: 0.0100 hartree
- Frontier orbital gap: 8.3 eV

CARTESIAN COORDINATES (ANGSTROEM)
C1 1.272 -0.755 1.712
C2 1.113 -0.222 0.324
C3 1.620 0.990 -0.053
C4 2.579 1.796 0.727
O1 3.501 1.285 1.337
N1 2.433 3.151 0.697
C5 1.333 3.915 0.288
C6 1.546 5.154 -0.310
C7 0.474 5.927 -0.705
C8 -0.828 5.477 -0.526
C9 -1.045 4.228 0.064
C10 0.034 3.469 0.493
O2 -2.303 3.716 0.241
C11 -3.281 4.377 -0.532
C12 -3.112 5.890 -0.408
O3 -1.861 6.286 -0.923
S1 1.124 1.490 -1.656
C13 0.122 0.084 -1.786
N2 -0.736 -0.093 -2.782
C14 -1.519 -1.142 -2.639
N3 -1.409 -2.093 -1.733
C15 -0.444 -2.006 -0.814
N4 -0.232 -3.100 -0.031
C16 -1.241 -4.143 -0.064
C17 -1.212 -4.915 1.251
C18 0.169 -5.519 1.474
C19 1.216 -4.409 1.447
C20 1.135 -3.574 0.166
C21 1.640 -4.343 -1.062
C22 0.283 -0.789 -0.691
H1 2.255 -1.204 1.849
H2 0.499 -1.488 1.925
H3 1.198 0.062 2.428
H4 3.224 3.661 1.070
H5 2.553 5.508 -0.465
H6 0.622 6.892 -1.163
H7 -0.167 2.526 0.973
H8 -3.182 4.086 -1.586
H9 -4.250 4.052 -0.150
H10 -3.188 6.175 0.651
H11 -3.869 6.423 -0.986
H12 -2.308 -1.262 -3.369
H13 -1.083 -4.824 -0.909
H14 -2.208 -3.660 -0.209
H15 -1.974 -5.696 1.227
H16 -1.448 -4.235 2.071
H17 0.378 -6.256 0.697
H18 0.206 -6.034 2.435
H19 1.056 -3.756 2.307
H20 2.219 -4.831 1.530
H21 1.777 -2.699 0.273
H22 2.701 -4.552 -0.947
H23 1.118 -5.284 -1.200
H24 1.503 -3.739 -1.957

=====

Energy ordering: version Q at the bottom, the next structure 98.1 kJ/mol above.